[1]
{
  "formula": "C39H44Ge2N7O5SSn",
  "method": "ωB97M-V/def2-TZVPD",
  "total_energy_ev": -191523.958,
  "total_charge": -1,
  "orbital_gap_ev": 5.506,
  "elements": ["Sn", "C", "C", "C", "C", "C", "C", "N", "C", "C", "C", "C", "C", "C", "N", "N", "C", "C", "C", "C", "C", "N", "H", "H", "H", "H", "H", "H", "H", "H", "H", "H", "H", "H", "H", "N", "N", "C", "N", "S", "H", "H", "H", "H", "H", "C", "C", "Ge", "C", "C", "C", "C", "Ge", "C", "C", "C", "C", "C", "C", "C", "C", "C", "C", "H", "H", "H", "H", "H", "H", "H", "H", "H", "H", "H", "H", "H", "H", "H", "H", "H", "H", "H", "H", "H", "H", "H", "H", "H", "H", "O", "C", "C", "O", "C", "C", "O", "C", "O", "O"],
  "coordinates": [[-0.90904, 1.24854, 0.62233], [-3.34450, 1.70021, -4.78448], [-3.79368, 0.81266, -3.81856], [-3.51018, 1.03174, -2.47406], [-2.74598, 2.12471, -2.09025], [-2.30241, 3.02102, -3.06435], [-2.60670, 2.81394, -4.40026], [-2.38768, 2.37139, -0.73250], [-3.08859, 3.27569, -0.05408], [-4.37860, 3.77480, -0.43242], [-5.03839, 4.65430, 0.36834], [-4.47249, 5.14071, 1.58386], [-3.23895, 4.72230, 1.96644], [-2.52372, 3.80465, 1.15815], [-1.24844, 3.41730, 1.37517], [-0.58132, 3.91231, 2.37862], [0.72922, 3.46664, 2.45439], [1.58283, 4.04933, 3.41191], [2.88037, 3.61652, 3.50705], [3.33378, 2.58903, 2.66486], [2.44289, 2.05106, 1.77311], [1.16762, 2.47137, 1.66380], [-3.56818, 1.52859, -5.83008], [-4.37358, -0.05781, -4.09981], [-3.88977, 0.36208, -1.71270], [-1.70794, 3.87270, -2.75037], [-2.26104, 3.51988, -5.14568], [-4.83372, 3.40369, -1.34120], [-6.03016, 4.98434, 0.08301], [-5.02485, 5.84720, 2.18924], [-2.76751, 5.08448, 2.87018], [1.17958, 4.83641, 4.03484], [3.55314, 4.06540, 4.22673], [4.35513, 2.23717, 2.69695], [2.73841, 1.24904, 1.10113], [-0.06764, 0.69564, 3.94804], [-0.18319, 0.05064, 5.16818], [-1.02227, -1.00276, 5.35336], [-0.88582, -1.54987, 6.60862], [-2.09105, -1.59396, 4.24433], [0.88009, 0.64294, 3.59816], [-0.36245, 1.66004, 4.02711], [0.47308, 0.27592, 5.89833], [-0.52302, -0.97608, 7.35392], [-1.63747, -2.16877, 6.85933], [3.52394, 2.04902, -2.07650], [2.03874, 2.35845, -1.87839], [0.77787, 0.84515, -1.48982], [-0.05544, 0.33464, -3.21191], [0.94249, 0.35230, -4.36957], [2.03649, -0.68959, -1.35520], [1.98196, -1.97193, -0.98860], [0.45858, -2.53967, 0.10132], [0.74312, -1.59565, 1.80295], [1.70147, -2.22071, 2.82291], [-0.32977, -4.29748, 0.42436], [0.48194, -5.35589, 1.18238], [3.17649, -2.87350, -1.12009], [3.33159, -3.97589, -0.28112], [4.45113, -4.79631, -0.33711], [5.45792, -4.53382, -1.25107], [5.31695, -3.45352, -2.11451], [4.19405, -2.64400, -2.05500], [4.09203, 2.96853, -2.24976], [3.69237, 1.39793, -2.93719], [3.95918, 1.56013, -1.20073], [1.64347, 2.86096, -2.76696], [1.92759, 3.06912, -1.05388], [-0.89679, 0.98484, -3.43116], [-0.45340, -0.67107, -3.06110], [1.37721, 1.34682, -4.51512], [0.45395, 0.06910, -5.30574], [1.76385, -0.35032, -4.20230], [2.99718, -0.38548, -1.76705], [-0.24538, -1.44660, 2.24639], [1.11371, -0.61236, 1.49849], [1.27855, -3.12859, 3.25578], [1.89714, -1.53731, 3.65593], [2.66852, -2.47851, 2.37920], [-0.66534, -4.69283, -0.53342], [-1.21258, -4.01467, 1.00403], [1.23271, -5.81611, 0.54048], [-0.18069, -6.15564, 1.52282], [0.98571, -4.95819, 2.06455], [2.56767, -4.19405, 0.44947], [4.53078, -5.64278, 0.33517], [6.33695, -5.16539, -1.29815], [6.08727, -3.24372, -2.84748], [4.09849, -1.82747, -2.76014], [-3.73987, -3.64215, -3.62585], [-3.32744, -3.26605, -2.55499], [-4.17463, -2.84640, -1.35274], [-5.26675, -3.26927, -1.06578], [-3.31624, -1.87413, -0.56703], [-1.98848, -2.10493, -1.03643], [-0.91300, -1.50141, -0.51243], [-1.89774, -2.98077, -2.15713], [-0.86767, -3.39643, -2.70073], [-3.70374, -1.08354, 0.28723]],
  "forces_ev_per_angstrom": [[-0.114, 0.040, -0.774], [0.003, -0.004, -0.003], [0.008, 0.015, 0.102], [-0.031, -0.130, 0.071], [-0.102, 0.069, 0.109], [-0.015, 0.063, 0.094], [-0.015, 0.024, 0.029], [-0.017, -0.106, 0.090], [0.034, 0.112, 0.029], [0.055, -0.040, 0.007], [0.068, 0.045, 0.107], [-0.149, 0.006, -0.146], [0.138, -0.021, 0.006], [-0.067, -0.023, -0.148], [0.895, -0.009, 0.473], [0.049, 0.002, 0.025], [-0.240, -0.251, -0.380], [-0.116, 0.109, 0.037], [-0.010, -0.051, -0.023], [0.080, 0.158, 0.143], [-0.448, 0.007, -0.161], [-0.206, -0.133, -0.029], [0.008, -0.006, 0.018], [0.015, 0.003, -0.016], [0.062, -0.015, 0.050], [-0.017, -0.025, -0.038], [0.026, -0.012, 0.004], [0.019, 0.012, 0.015], [0.012, 0.023, -0.015], [-0.023, -0.023, 0.000], [-0.001, -0.029, -0.022], [0.053, 0.000, 0.025], [-0.003, 0.017, 0.008], [-0.008, -0.018, 0.030], [-0.065, 0.014, -0.012], [-0.048, 0.107, 0.077], [-0.025, -0.125, 0.004], [0.063, 0.085, 0.080], [-0.061, -0.047, -0.059], [0.042, 0.003, 0.080], [-0.003, -0.039, -0.050], [-0.025, 0.056, -0.022], [0.056, 0.002, 0.072], [-0.037, 0.012, -0.003], [0.011, -0.030, 0.011], [-0.087, 0.079, -0.044], [-0.124, 0.155, 0.214], [0.161, -0.275, -0.165], [-0.091, 0.013, 0.037], [0.002, -0.003, 0.059], [0.187, 0.205, 0.102], [0.354, -0.555, 0.205], [0.118, 0.391, 0.257], [0.021, -0.226, 0.090], [-0.063, 0.057, -0.133], [0.227, -0.127, -0.137], [-0.187, 0.014, -0.059], [-0.095, 0.162, -0.117], [0.030, 0.083, 0.016], [-0.041, 0.027, 0.004], [0.001, 0.014, -0.017], [-0.015, 0.018, 0.005], [-0.084, 0.018, -0.041], [0.004, -0.028, 0.005], [0.005, -0.024, 0.022], [-0.010, -0.008, -0.031], [-0.004, 0.004, 0.024], [0.016, 0.020, -0.061], [0.008, 0.000, -0.068], [0.037, -0.003, -0.036], [-0.017, -0.050, 0.000], [0.021, -0.013, 0.003], [-0.028, 0.012, -0.007], [0.077, -0.011, -0.073], [0.101, 0.020, 0.023], [0.050, 0.042, 0.012], [-0.003, 0.017, 0.008], [0.014, -0.015, 0.016], [-0.018, 0.027, 0.023], [-0.061, -0.012, 0.032], [-0.064, -0.063, -0.003], [0.016, 0.000, -0.005], [0.027, 0.022, -0.003], [-0.001, 0.014, -0.006], [-0.051, -0.022, 0.091], [-0.008, 0.034, 0.004], [-0.029, 0.010, -0.016], [-0.025, -0.006, 0.001], [-0.025, 0.001, 0.014], [0.026, -0.145, 0.143], [0.002, 0.126, -0.073], [0.069, -0.093, -0.046], [-0.054, 0.148, -0.087], [0.159, -0.104, -0.068], [-0.380, -0.167, -0.473], [0.081, 0.137, 0.216], [0.083, 0.027, 0.017], [-0.147, 0.092, 0.116], [-0.041, 0.118, 0.114]],
  "mulliken_charge": [0.492, -0.539, -0.804, 0.044, -0.802, 0.200, -0.829, 0.743, 0.990, -0.888, -0.621, -0.648, -0.756, -0.009, 1.078, -1.402, -0.271, -0.656, -0.433, -0.967, -0.274, 0.795, 0.398, 0.423, 0.606, 0.409, 0.364, 0.423, 0.383, 0.381, 0.429, 0.519, 0.396, 0.479, 0.221, 0.116, -0.466, 0.458, -0.499, -0.366, -0.014, 0.263, 0.206, 0.194, 0.242, -1.455, -0.840, 1.171, 1.114, -1.518, -2.200, 1.509, 1.101, 1.259, -1.363, -0.312, -1.326, 0.542, -0.050, -1.265, -0.436, -0.852, -0.368, 0.388, 0.314, 0.244, 0.588, 0.469, -0.521, -0.191, 0.316, 0.413, 0.274, 0.142, -0.034, -0.974, 0.264, 0.333, 0.330, 0.358, 0.474, 0.407, 0.384, 0.237, 0.337, 0.412, 0.368, 0.400, 0.400, -0.650, -0.013, 0.325, -0.635, -0.054, -0.104, 0.217, 0.650, -0.828, -0.765]
}



[2]
{
  "formula": "C6H15NO",
  "method": "ωB97M-V/def2-TZVPD",
  "multiplicity": 2,
  "total_energy_ev": -10000.058,
  "total_charge": -1,
  "orbital_gap_ev": [2.220, 9.297],
  "elements": ["C", "N", "C", "C", "C", "C", "C", "H", "H", "H", "H", "H", "H", "H", "H", "H", "H", "H", "H", "H", "H", "H", "O"],
  "coordinates": [[-0.55951, 0.66033, 2.32428], [-1.42027, 0.05604, 1.33059], [-0.76095, -0.10510, -0.02555], [-0.76556, 1.17642, -0.87501], [0.26553, 2.24416, -0.52173], [1.30294, 2.53894, -1.28143], [-1.52103, -1.24761, -0.68232], [-0.85391, 0.35729, 3.32770], [0.50366, 0.38006, 2.29090], [-0.38995, 1.74392, 2.21984], [-2.29026, 0.55477, 1.18072], [0.25081, -0.44374, 0.19530], [-0.46072, 0.78938, -1.85856], [-1.73694, 1.67876, -0.84192], [-0.15619, 2.74614, 0.34308], [1.82850, 3.46979, -1.05040], [1.67926, 2.07043, -2.17436], [-2.58673, -0.97887, -0.68979], [-1.50443, -2.18894, -0.13394], [-1.13991, -1.45444, -1.68742], [3.51193, -3.91880, -0.25445], [3.50372, -5.27429, -1.00105], [3.30000, -4.85466, -0.13447]],
  "forces_ev_per_angstrom": [[0.781, 0.617, 0.257], [1.226, -0.319, -1.065], [-1.137, -0.356, 1.827], [1.713, -0.879, -0.378], [-1.853, -1.454, -0.424], [0.477, 1.857, 0.729], [-0.326, 0.090, -0.430], [-0.307, 0.443, 0.139], [-0.379, -0.861, -0.575], [-0.744, 0.161, 0.412], [0.129, 0.131, 0.338], [0.144, 0.213, -0.212], [-0.691, 0.450, -0.194], [-0.145, -0.383, -0.380], [1.124, 0.841, 0.025], [0.238, -0.325, 0.155], [-0.456, -0.615, -0.036], [0.079, 0.044, -0.467], [0.441, 0.190, 0.284], [-0.278, 0.096, -0.013], [-0.043, 0.307, -0.150], [-0.174, 0.519, 0.602], [0.182, -0.768, -0.443]],
  "mulliken_charge": [-1.248, -0.190, 0.189, -1.001, -0.430, -0.805, -1.996, 0.349, 0.383, 0.262, 0.273, 0.543, 0.394, 0.369, 0.086, 0.275, 0.752, 0.218, 0.363, 0.746, 0.750, 0.644, -1.926]
}



[3]
{
  "formula": "C4H10NO",
  "method": "ωB97M-V/def2-TZVPD",
  "smiles": "CN[C@@H](C)C[O-]",
  "total_energy_ev": -7846.601,
  "total_charge": -1,
  "orbital_gap_ev": 6.315,
  "elements": ["C", "N", "C", "C", "C", "O", "H", "H", "H", "H", "H", "H", "H", "H", "H", "H"],
  "coordinates": [[0.57556, 1.63915, -0.72400], [1.20645, 0.46877, -0.14970], [0.27810, -0.63882, 0.27851], [-0.40243, -0.29262, 1.56566], [-0.73751, -1.18514, -0.75565], [-1.00013, -2.48342, -0.47442], [1.16249, 2.00838, -1.55981], [0.32459, 2.38020, 0.04362], [-0.49278, 1.47581, -1.01322], [1.76398, 0.00355, -0.85364], [1.01391, -1.41092, 0.52145], [-1.09120, 0.56497, 1.49281], [-1.00930, -1.13697, 1.89371], [0.29780, 0.11333, 2.31271], [-1.60530, -0.49272, -0.79100], [-0.28422, -1.01352, -1.78702]],
  "forces_ev_per_angstrom": [[-1.877, -0.252, 0.446], [-0.290, -0.619, 0.067], [0.874, 0.849, -0.005], [-0.485, 1.193, 0.733], [0.926, -0.939, -0.220], [-0.428, 0.436, -0.171], [-0.117, 0.435, 0.086], [1.058, 0.455, 0.098], [0.749, -0.472, -0.741], [0.075, 0.318, -0.226], [-0.419, -0.444, -0.263], [-0.167, -0.174, -0.549], [0.273, -0.049, 0.214], [0.097, -0.778, 0.095], [-0.409, 0.100, 0.267], [0.140, -0.060, 0.169]],
  "mulliken_charge": [-0.792, -0.496, 0.361, -1.561, -0.413, -0.879, 0.325, 0.278, 0.246, 0.296, 0.286, 0.289, 0.403, 0.379, 0.111, 0.164]
}



[4]
{
  "formula": "C9H11NOSSi",
  "method": "ωB97M-V/def2-TZVPD",
  "total_energy_ev": -31758.062,
  "orbital_gap_ev": 8.320,
  "elements": ["C", "C", "C", "C", "C", "C", "C", "C", "C", "N", "O", "Si", "S", "H", "H", "H", "H", "H", "H", "H", "H", "H", "H", "H"],
  "coordinates": [[-0.87765, -2.20315, -0.25927], [0.45448, -2.03560, -0.42536], [-1.47299, 0.16064, -0.05582], [-1.85754, -1.18094, -0.13345], [1.06552, -0.77322, -0.27183], [0.42166, 0.36599, -0.18355], [-2.49861, 1.00700, -0.04433], [-2.51856, 2.48155, 0.13129], [3.16116, -1.61211, 0.49206], [-3.19870, -1.35834, -0.24202], [2.46120, -0.71249, -0.30807], [1.45191, 1.89612, -0.08429], [-3.90945, 0.09624, -0.25958], [-1.33869, -3.12434, -0.28602], [1.05926, -2.82796, -0.58950], [-2.11024, 2.65770, 1.14749], [-1.92977, 2.84430, -0.67191], [-3.59209, 2.89390, 0.08916], [2.56147, -2.24261, 1.13887], [3.77539, -1.09089, 1.19632], [3.79536, -2.20977, -0.16587], [1.90647, 2.37955, 1.34765], [0.48671, 2.91955, -0.69220], [2.70371, 1.66886, -0.86977]],
  "forces_ev_per_angstrom": [[0.625, 0.430, -0.257], [-2.886, 1.186, 1.045], [6.505, -0.351, -0.481], [-1.131, 0.999, -0.391], [1.229, -0.437, -0.314], [-4.934, 1.269, 1.298], [-1.397, 1.249, -0.047], [-1.863, -0.231, 1.012], [0.610, -0.878, 0.097], [1.304, -0.688, -0.029], [-1.268, 0.441, -0.332], [-0.284, 1.246, 0.432], [-0.022, -0.223, 0.498], [-0.416, -2.314, -0.289], [1.691, -2.594, -0.476], [-0.046, 0.466, -0.786], [0.621, 1.117, -0.381], [1.695, -0.538, -0.008], [-0.527, -0.297, -0.284], [0.634, 0.678, 0.229], [0.010, -0.208, 0.260], [-0.575, -0.540, -1.224], [0.883, -0.195, 0.362], [-0.459, 0.410, 0.064]],
  "mulliken_charge": [-0.829, -0.452, 0.164, 0.040, 0.060, 0.156, 0.925, -1.074, -0.918, -0.645, -0.416, 0.206, 0.050, 0.464, 0.689, 0.273, 0.312, 0.329, 0.444, 0.296, 0.280, -0.097, -0.168, -0.089]
}